# 1
C17H24ClNO3 in the gas phase at a distorted geometry, computed with ωB97M-V with the def2-TZVPD basis set.

- HOMO energy: -8.3 eV
- Energy above the lowest of the compared OMol25 structures with the same formula, charge and spin: 261.06 kcal/mol
- LUMO level: 0.62 eV
- Largest force on an atom: 0.2790 Eh/bohr
- Frontier orbital gap: 8.897 eV

```
46
C17H24ClNO3 (ωB97M-V with the def2-TZVPD basis set)
C -1.547 -4.749 -0.225
C -0.385 -3.997 0.468
H 0.607 -4.052 -0.004
H -0.471 -4.327 1.493
O -0.792 -2.763 0.345
C -0.481 -1.958 -0.510
O 0.059 -2.466 -1.342
C -0.837 -0.383 -0.539
C -0.471 0.370 -1.788
C -0.981 1.699 -1.732
C -2.584 1.883 -1.471
N -2.908 1.129 -0.322
C -2.324 -0.524 -0.368
H -2.605 -0.745 0.716
H -2.822 -0.916 -1.218
C -4.269 1.125 0.305
H -4.380 0.213 0.964
C -4.451 2.460 0.939
O -3.393 2.800 1.840
H -2.682 2.395 1.696
H -5.461 2.561 1.201
H -4.434 3.424 0.279
H -4.898 1.155 -0.612
H -2.998 2.745 -1.290
H -3.010 1.311 -2.565
H -0.484 2.393 -0.962
H -0.811 2.025 -2.691
H 0.705 0.549 -1.805
H -0.864 -0.262 -2.437
C -0.102 0.127 0.922
C 1.370 0.146 0.746
C 1.956 -1.142 1.129
C 3.391 -1.217 1.185
C 4.114 -0.376 0.596
C 3.478 0.839 0.182
C 2.180 1.258 0.302
H 1.709 1.978 -0.250
Cl 4.459 2.209 -0.225
H 5.188 -0.308 0.557
H 3.720 -2.030 1.616
H 1.478 -1.983 1.856
H -0.562 1.284 1.190
H -0.617 -0.424 1.743
H -1.440 -5.956 -0.236
H -2.689 -4.498 0.036
H -1.431 -4.499 -1.363
```

Mulliken population analysis, charges in e, atoms 1 to 8: -1.02, -0.25, 0.42, 0.24, -0.36, -0.40, -0.55, 1.87

# 2
A molecular structure, C4H13N2 at a distorted geometry, computed with ωB97M-V with the def2-TZVPD basis set.

- HOMO energy (alpha / beta): -9.4 / -9.5 eV
- Energy above the lowest of the compared OMol25 structures with the same formula, charge and spin: 100.39 kcal/mol
- <S²>: 0.756
- LUMO level (alpha / beta): 1.07 / -1.06 eV
- Multiplicity: 2
- Largest force on an atom: 0.1011 Eh/bohr
- Frontier orbital gap (alpha / beta): 10.430 / 8.437 eV

```
19
C4H13N2 (ωB97M-V with the def2-TZVPD basis set)
N 1.250 -2.032 -2.474
C 0.157 -0.491 -0.292
C -0.657 -1.682 -0.804
C -0.474 0.458 0.692
N 0.451 1.789 1.004
C -0.088 2.583 2.098
H 1.184 -0.583 0.091
H 0.927 -1.934 -3.443
H 1.965 -2.761 -2.591
H 0.396 -0.029 -1.269
H -0.812 -2.388 0.014
H -1.568 -1.459 -1.349
H 0.216 -2.229 -1.443
H -0.508 -0.019 1.678
H -1.555 0.569 0.503
H -0.247 1.789 0.320
H -0.828 3.312 1.755
H 0.753 3.078 2.588
H -0.562 2.030 2.923
```

Mulliken population analysis, charges in e, atoms 1 to 8: -0.56, -0.55, -0.84, -0.63, -0.41, -0.71, 0.26, 0.22

# 3
C26H34O8 in the gas phase, computed with ωB97M-V with the def2-TZVPD basis set.

- HOMO energy: -9.2 eV
- Energy above the lowest of the compared OMol25 structures with the same formula, charge and spin: 4.00 kcal/mol
- LUMO level: 0.39 eV
- Largest force on an atom: 0.0157 Eh/bohr
- Frontier orbital gap: 9.586 eV

```
68
C26H34O8 (ωB97M-V with the def2-TZVPD basis set)
C -4.181 -2.962 1.497
H -3.906 -3.623 0.679
H -3.759 -3.365 2.415
H -5.264 -2.952 1.595
C -3.645 -1.552 1.264
C -4.198 -0.861 0.046
C -5.006 -1.460 -0.833
C -5.519 -0.821 -2.044
O -6.244 -1.406 -2.833
C -5.107 0.573 -2.231
C -4.297 1.188 -1.375
C -3.714 0.556 -0.149
C -4.173 1.435 1.031
H -3.694 1.159 1.965
H -3.954 2.478 0.822
H -5.249 1.324 1.151
C -2.160 0.461 -0.309
C -1.517 -0.193 0.926
C -0.016 -0.300 0.682
C 0.861 -0.935 1.761
H 0.777 -2.019 1.768
H 0.585 -0.564 2.748
C 2.283 -0.484 1.377
H 2.815 -0.039 2.217
H 2.882 -1.317 1.013
C 2.139 0.560 0.247
C 3.131 1.709 0.409
O 3.393 2.202 1.478
C 3.605 2.386 -0.885
H 4.216 3.253 -0.608
H 2.734 2.700 -1.465
O 4.360 1.546 -1.755
C 4.997 0.542 -1.178
O 4.995 0.335 0.010
C 5.700 -0.334 -2.193
C 6.337 -1.530 -1.496
C 5.318 -2.293 -0.684
O 4.124 -2.264 -0.851
O 5.895 -3.049 0.243
H 5.234 -3.529 0.768
H 6.768 -2.216 -2.228
H 7.130 -1.215 -0.817
H 4.950 -0.658 -2.916
H 6.448 0.258 -2.721
O 2.234 -0.021 -1.036
H 2.772 -0.827 -0.988
C 0.658 1.061 0.438
C 0.047 1.674 -0.820
H 0.318 1.052 -1.672
H 0.437 2.680 -0.993
C -1.490 1.787 -0.756
O -1.897 2.924 -0.033
H -1.510 2.884 0.848
H -1.835 1.993 -1.776
C 0.567 2.002 1.643
H 0.748 3.030 1.337
H 1.315 1.757 2.390
H -0.404 1.941 2.128
H 0.121 -0.878 -0.238
C -2.115 -1.584 1.138
H -1.692 -2.029 2.040
H -1.849 -2.222 0.292
H -1.708 0.403 1.822
H -1.995 -0.230 -1.146
H -4.042 2.229 -1.516
H -5.514 1.082 -3.093
H -5.337 -2.479 -0.694
H -3.903 -0.952 2.144
```

Mulliken population analysis, charges in e, atoms 1 to 8: -2.11, 0.40, 0.47, 0.46, 1.03, -0.22, -0.37, -0.20

# 4
A molecular structure, C52H41IN2O2PTl at a distorted geometry, computed with ωB97M-V with the def2-TZVPD basis set.

- HOMO energy: -0.5 eV
- Energy above the lowest of the compared OMol25 structures with the same formula, charge and spin: 137.20 kcal/mol
- LUMO level: 3.49 eV
- Total charge: -2
- Largest force on an atom: 0.1465 Eh/bohr
- Frontier orbital gap: 3.957 eV

```
100
C52H41IN2O2PTl (ωB97M-V with the def2-TZVPD basis set)
Tl 2.315 -3.066 -1.541
O 0.216 -2.911 -0.209
C -0.386 -3.099 0.946
C -1.709 -3.642 0.879
C -2.469 -3.895 1.987
C -1.934 -3.571 3.220
C -0.667 -2.972 3.323
C 0.062 -2.678 2.198
C 1.259 -1.685 2.292
N 2.367 -2.108 1.860
C 3.530 -1.196 1.898
C 3.815 -0.475 0.612
N 4.251 -1.336 -0.458
C 5.490 -1.406 -0.703
C 6.178 -2.261 -1.745
C 7.497 -1.838 -1.842
C 8.523 -2.523 -2.495
C 8.113 -3.716 -3.071
C 6.767 -4.094 -3.130
C 5.755 -3.478 -2.373
O 4.596 -4.015 -2.156
H -2.148 -3.805 -0.181
H -3.461 -4.388 1.841
H -2.426 -3.993 4.097
H -0.265 -2.669 4.300
H 0.021 -0.342 3.446
H 4.453 -1.674 2.295
H 3.419 -0.298 2.618
H 4.680 0.191 0.941
H 3.030 0.124 0.251
H 6.125 -0.634 -0.149
H 7.762 -0.968 -1.324
H 9.568 -2.132 -2.579
H 8.961 -4.255 -3.662
H 6.506 -5.067 -3.598
I -2.009 -2.152 -3.091
C -3.687 -1.524 -4.195
C -4.517 -2.580 -4.522
C -5.790 -2.315 -5.159
C -6.164 -1.175 -5.641
C -5.353 0.025 -5.208
C -5.649 1.305 -5.801
C -4.964 2.388 -5.322
C -4.008 2.301 -4.367
C -3.473 1.072 -4.134
P -1.935 1.059 -3.057
C -2.636 0.492 -1.510
C -1.761 0.224 -0.440
C -2.309 -0.202 0.784
C -3.721 -0.504 0.883
C -4.555 -0.089 -0.147
C -4.041 0.477 -1.301
C -1.777 2.836 -2.362
C -2.347 3.385 -1.171
C -2.309 4.824 -0.960
C -1.596 5.605 -1.768
C -0.793 5.146 -2.770
C -0.991 3.797 -3.222
C -4.148 -0.146 -4.408
H -4.380 -3.527 -4.137
H -6.450 -3.313 -4.930
H -7.163 -0.874 -6.155
H -6.435 1.376 -6.562
H -5.039 3.415 -5.700
H -3.506 3.189 -4.007
H -0.700 0.376 -0.454
H -1.667 -0.505 1.664
H -4.133 -1.076 1.643
H -5.721 -0.426 -0.066
H -4.643 0.767 -2.319
H -2.636 2.732 -0.517
H -2.679 5.135 -0.048
H -1.363 6.590 -1.588
H -0.130 5.832 -3.270
H -0.525 3.383 -4.166
C -0.811 4.643 3.092
C -0.756 3.586 4.012
C -0.305 2.405 3.657
C 0.367 2.084 2.442
C 0.354 3.218 1.493
C -0.166 4.410 1.822
C 1.066 0.849 2.187
C 0.975 -0.357 3.038
C 1.780 -0.234 4.333
C 2.184 0.997 4.927
C 2.774 1.055 6.150
C 2.954 -0.109 6.901
C 2.603 -1.397 6.410
C 2.015 -1.456 5.133
H -1.309 5.588 3.261
H -1.263 3.678 4.889
H -0.262 1.482 4.309
H 0.995 3.034 0.591
H -0.045 5.271 1.145
H 1.609 0.816 1.316
H 2.088 1.887 4.253
H 2.958 1.999 6.647
H 3.337 -0.046 7.889
H 2.921 -2.437 7.015
H 1.848 -2.415 4.798
```

Mulliken population analysis, charges in e, atoms 1 to 8: 0.86, -0.85, 0.42, -0.03, -0.64, -0.98, 0.17, -0.08

# 5
3 unconnected molecules or ions with the total composition C3H13NO2S at a distorted geometry, computed with ωB97M-V with the def2-TZVPD basis set.

- HOMO energy: -9.2 eV
- Energy above the lowest of the compared OMol25 structures with the same formula, charge and spin: 33.05 kcal/mol
- LUMO level: 0.73 eV
- Largest force on an atom: 0.0648 Eh/bohr
- Frontier orbital gap: 9.927 eV

```
20
C3H13NO2S (ωB97M-V with the def2-TZVPD basis set)
C -0.384 0.924 0.227
C -1.557 0.103 -0.149
C -3.027 0.514 0.477
S -4.302 -0.749 0.074
N 0.859 0.436 -0.344
H -0.225 1.056 1.288
H -0.470 1.937 -0.146
H -1.678 0.464 -1.217
H -1.437 -1.062 -0.058
H -3.550 1.449 0.045
H -2.992 0.543 1.584
H -3.549 -1.026 -1.082
H 1.368 1.241 -0.834
H 0.710 -0.312 -1.008
H 1.844 -0.912 0.118
H 1.833 -2.361 0.505
O 2.292 -1.799 -0.086
H 5.530 -0.132 0.150
H 4.081 -0.535 0.061
O 4.654 0.223 0.393
```

Mulliken population analysis, charges in e, atoms 1 to 8: -0.58, -0.66, -0.47, -0.23, -0.58, 0.31, 0.28, 0.29

# 6
C3H2N2O2 in the gas phase at a distorted geometry, computed with ωB97M-V with the def2-TZVPD basis set.

- HOMO energy: -10.3 eV
- Energy above the lowest of the compared OMol25 structures with the same formula, charge and spin: 140.23 kcal/mol
- LUMO level: 0.39 eV
- Largest force on an atom: 0.0940 Eh/bohr
- Frontier orbital gap: 10.646 eV

```
9
C3H2N2O2 (ωB97M-V with the def2-TZVPD basis set)
C -0.087 0.938 1.072
C 0.756 -0.295 -0.411
C -0.674 -0.108 -0.217
H -0.267 0.453 2.052
H -0.236 2.111 1.000
N 1.011 -1.235 -1.279
N -1.359 -0.819 -1.043
O 1.225 0.577 0.412
O -0.369 -1.623 -1.586
```

Mulliken population analysis, charges in e, atoms 1 to 8: -0.20, 0.56, 0.31, 0.25, 0.24, -0.40, -0.34, -0.35

# 7
A gas-phase ion, C2H3IN3S (charge +1) at a distorted geometry, computed with ωB97M-V with the def2-TZVPD basis set.

- HOMO energy (alpha / beta): -12.5 / -12.2 eV
- Energy above the lowest of the compared OMol25 structures with the same formula, charge and spin: 121.24 kcal/mol
- LUMO level (alpha / beta): -7.69 / -7.98 eV
- Total charge: +1
- Largest force on an atom: 0.1048 Eh/bohr
- Frontier orbital gap (alpha / beta): 4.771 / 4.209 eV

```
10
C2H3IN3S (ωB97M-V with the def2-TZVPD basis set)
C 0.140 -1.094 0.349
C -0.596 0.494 -1.228
N -0.424 -2.097 -0.149
N 0.032 0.209 -0.186
N 0.424 1.285 0.649
S -0.900 -3.474 -0.567
I -0.622 2.428 -1.853
H 0.890 -1.152 1.126
H -0.351 1.837 0.978
H 1.408 1.566 0.882
```

Mulliken population analysis, charges in e, atoms 1 to 8: 0.20, -0.37, 0.01, 0.43, -0.75, 0.34, 0.26, 0.39

# 8
2 unconnected molecules or ions with the total composition C6H9IN3 at a distorted geometry, computed with ωB97M-V with the def2-TZVPD basis set.

- HOMO energy: -12.9 eV
- Energy above the lowest of the compared OMol25 structures with the same formula, charge and spin: 58.02 kcal/mol
- LUMO level: -4.18 eV
- Total charge: +1
- Largest force on an atom: 0.0691 Eh/bohr
- Frontier orbital gap: 8.699 eV

```
19
C6H9IN3 (ωB97M-V with the def2-TZVPD basis set)
C 1.115 -0.837 0.834
C 0.059 0.056 0.948
C 0.883 -1.949 0.020
C 0.322 1.184 1.879
C -1.133 -1.119 -0.804
C -1.213 -0.328 0.377
N -0.146 -2.041 -0.810
N 1.402 1.452 2.419
N -0.352 1.088 -2.120
I -2.842 0.614 1.386
H 2.111 -0.720 1.301
H -0.798 0.351 -1.533
H 1.590 -2.778 -0.142
H -0.587 1.723 2.241
H -1.889 -1.387 -1.683
H 2.213 0.900 2.465
H -0.777 2.021 -1.880
H -0.539 0.694 -3.139
H 0.582 1.076 -1.758
```

Mulliken population analysis, charges in e, atoms 1 to 8: -0.38, 1.03, -0.45, -0.07, -0.38, -0.52, -0.36, -0.58

Number 1: electronic energy -1402.4616 hartree. Number 2: electronic energy -269.4801 hartree. Number 3: electronic energy -1613.1134 hartree. Number 4: electronic energy -3077.4076 hartree. Number 5: electronic energy -725.4687 hartree. Number 6: electronic energy -375.2881 hartree. Number 7: electronic energy -937.6619 hartree. Number 8: electronic energy -695.6312 hartree.